Record 1
DFT (ωB97M-V with the def2-TZVPD basis set) results for a molecular structure, C17H19F2MnN2O2P.

Calculated values
* net charge: 0
* energy relative to the best compared isomer or geometry (same formula, charge and spin): 0.0 kcal/mol
* total energy: -71055.913 eV
* 2S+1: 2
* strongest force on any atom: 0.77 eV/A
* expectation value of S²: 1.071

Geometry (Å):
Mn 0.377 0.248 0.802
C 4.059 1.294 1.667
C 2.692 0.830 1.261
O 1.744 0.851 2.117
O 2.450 0.430 0.086
H 3.987 2.260 2.165
H 4.720 1.353 0.807
H 4.468 0.589 2.392
C 0.184 3.566 0.271
P -0.071 1.982 -0.596
C 0.922 2.195 -2.111
C -1.780 2.061 -1.212
C -2.183 1.120 -2.159
C -3.492 1.083 -2.610
C -4.424 1.983 -2.109
C -4.036 2.917 -1.162
C -2.722 2.957 -0.716
H -0.386 3.586 1.199
H -0.084 4.429 -0.341
H 1.240 3.630 0.534
H 0.591 3.058 -2.689
H 0.850 1.298 -2.726
H 1.966 2.309 -1.823
H -1.469 0.403 -2.551
H -3.786 0.349 -3.349
H -5.449 1.954 -2.457
H -4.758 3.618 -0.764
H -2.442 3.692 0.027
F -1.020 -0.678 2.776
C -1.248 0.364 1.837
F -2.458 0.005 1.219
H -1.495 1.238 2.453
N 3.124 -5.347 -0.229
C 2.196 -4.672 -0.265
C 1.033 -3.835 -0.313
C -0.216 -4.361 -0.629
C -1.301 -3.505 -0.664
C -1.109 -2.165 -0.373
N 0.094 -1.661 -0.075
C 1.147 -2.476 -0.047
H -0.325 -5.415 -0.841
H -2.290 -3.868 -0.901
H -1.934 -1.467 -0.351
H 2.105 -2.020 0.174

These are the Mulliken partial charges, in e, on atoms 1 to 6:
1 Mn 0.08
2 C -1.30
3 C 1.26
4 O -0.79
5 O -0.62
6 H 0.33

=====

Record 2
DFT (ωB97M-V with the def2-TZVPD basis set) results for 8 unconnected molecules or ions with the total composition C19H41F4N15O9S in a non-equilibrium geometry.

Calculated values
* net charge: 0
* total energy: -82854.583 eV
* SMILES string: Cc1ccccc1CN(CCC(F)=C(F)F)S(=O)(=O)F.NC(N)=O.NC(N)=O.NC(N)=O.NC(N)=O.NC(N)=O.NC(N)=O.NC(N)=O
* 2S+1: 1
* strongest force on any atom: 5.52 eV/A

Geometry (Å):
C -0.679 1.819 2.329
C -1.628 1.744 1.074
C -2.408 2.965 0.779
C -3.292 2.974 -0.398
C -3.415 1.791 -1.266
C -2.635 0.591 -0.926
C -1.734 0.535 0.243
C -0.932 -0.788 0.566
N -1.288 -1.827 -0.432
C -0.135 -2.697 -0.805
C 0.475 -2.081 -2.131
C -0.346 -2.395 -3.410
F -0.481 -1.366 -4.352
C -0.920 -3.584 -3.752
F -0.693 -4.060 -5.033
F -1.737 -4.343 -2.985
S -2.670 -2.707 -0.008
O -3.555 -2.777 -1.165
O -3.410 -2.091 1.083
F -2.307 -4.269 0.410
H 0.024 2.717 2.256
H -1.325 1.969 3.242
H -0.097 0.863 2.441
H -2.346 3.889 1.420
H -3.891 3.865 -0.697
H -4.081 1.750 -2.156
H -2.763 -0.282 -1.610
H -1.192 -1.061 1.627
H 0.170 -0.563 0.563
H -0.425 -3.750 -1.041
H 0.682 -2.637 -0.036
H 1.495 -2.529 -2.277
H 0.603 -0.970 -2.069
N 4.078 1.358 -1.435
C 3.603 0.089 -1.564
N 4.093 -0.602 -2.630
O 2.800 -0.392 -0.784
H 4.738 1.774 -2.064
H 3.737 1.898 -0.657
H 3.764 -1.544 -2.755
H 4.753 -0.226 -3.284
N -2.317 -0.845 -7.467
C -2.100 -1.639 -8.552
N -1.919 -2.958 -8.265
O -2.069 -1.204 -9.691
H -2.346 -1.183 -6.523
H -2.455 0.136 -7.639
H -1.755 -3.577 -9.040
H -1.940 -3.336 -7.336
N 2.431 -5.962 0.009
C 2.861 -5.119 -0.969
N 3.219 -5.729 -2.132
O 2.921 -3.908 -0.814
H 2.373 -6.958 -0.096
H 2.158 -5.547 0.883
H 3.543 -5.140 -2.879
H 3.177 -6.721 -2.279
N -1.722 -7.215 1.311
C -1.252 -7.744 2.473
N -0.744 -6.832 3.352
O -1.282 -8.939 2.712
H -1.705 -6.235 1.097
H -2.104 -7.855 0.638
H -0.388 -7.184 4.223
H -0.711 -5.845 3.175
N 3.731 3.150 4.122
C 3.079 3.685 3.057
N 3.605 4.850 2.596
O 2.096 3.160 2.553
H 4.536 3.567 4.549
H 3.373 2.288 4.493
H 3.150 5.278 1.810
H 4.408 5.296 2.997
N -3.298 7.424 -0.142
C -2.792 6.850 0.982
N -2.147 7.705 1.822
O -2.908 5.658 1.219
H -3.215 8.400 -0.357
H -3.781 6.823 -0.787
H -1.760 7.315 2.664
H -2.041 8.686 1.646
N 1.776 6.522 7.416
C 2.066 5.617 6.440
N 1.277 4.508 6.434
O 2.963 5.786 5.631
H 1.043 6.402 8.089
H 2.338 7.354 7.450
H 1.462 3.818 5.725
H 0.534 4.348 7.087

These are the Mulliken partial charges, in e, on atoms 1 to 6:
1 C -1.18
2 C 0.99
3 C -0.64
4 C -0.41
5 C -0.82
6 C -0.38

=====

Record 3
DFT (ωB97M-V with the def2-TZVPD basis set) results for 2 unconnected molecules or ions with the total composition C6H12O.

Calculated values
* net charge: 0
* energy relative to the best compared isomer or geometry (same formula, charge and spin): 129.6 kcal/mol
* total energy: -8458.732 eV
* SMILES string: C=COC.C=CC
* 2S+1: 1
* strongest force on any atom: 0.54 eV/A

Geometry (Å):
C -0.766 -1.361 0.932
C -0.988 -0.378 -0.072
O -0.496 -0.382 -1.333
C 0.303 -1.484 -1.752
H -1.644 -1.850 1.344
H 0.173 -1.897 0.998
H -1.972 0.081 -0.055
H -0.341 -2.316 -2.056
H 0.987 -1.829 -0.974
H 0.873 -1.130 -2.613
C -0.254 0.601 1.604
C -0.163 1.477 0.511
C 1.140 1.779 -0.170
H 0.657 0.204 2.043
H -1.088 0.669 2.296
H -0.997 2.144 0.309
H 1.541 2.761 0.121
H 1.903 1.033 0.088
H 1.041 1.777 -1.264

These are the Mulliken partial charges, in e, on atoms 1 to 6:
1 C -1.09
2 C 0.20
3 O -0.28
4 C -0.73
5 H 0.25
6 H 0.29

=====

Record 4
DFT (ωB97M-V with the def2-TZVPD basis set) results for 11 unconnected molecules or ions with the total composition C48H116B3Cl2F12N6O4 in a non-equilibrium geometry.

Calculated values
* net charge: +1
* total energy: -128472.561 eV
* 2S+1: 1
* strongest force on any atom: 3.76 eV/A

Geometry (Å):
C 11.374 -11.502 8.822
C 12.667 -12.140 8.166
N 12.480 -12.290 6.648
C 13.810 -12.694 5.958
C 11.515 -13.483 6.348
C 11.716 -14.856 7.084
C 11.907 -10.960 5.930
C 12.029 -10.700 4.401
O 12.215 -11.858 3.535
C 11.090 -12.505 2.950
H 11.073 -10.462 8.695
H 11.512 -11.527 9.903
H 10.491 -12.087 8.563
H 12.989 -13.054 8.665
H 13.548 -11.521 8.330
H 14.244 -13.452 6.610
H 14.508 -11.862 6.047
H 13.828 -12.999 4.912
H 11.583 -13.620 5.269
H 10.503 -13.101 6.481
H 11.657 -14.795 8.171
H 12.584 -15.458 6.814
H 10.772 -15.354 6.866
H 12.636 -10.296 6.394
H 10.891 -10.864 6.311
H 12.843 -10.052 4.075
H 11.178 -10.081 4.118
H 11.454 -13.389 2.426
H 10.460 -11.901 2.298
H 10.384 -12.951 3.651
C 4.331 -16.252 2.447
C 4.448 -14.938 1.621
N 4.444 -13.619 2.507
C 3.228 -13.826 3.467
C 5.827 -13.678 3.277
C 6.167 -12.488 4.136
C 4.218 -12.365 1.536
C 5.513 -12.195 0.604
O 6.068 -11.021 1.118
C 7.415 -10.641 0.597
H 5.227 -16.362 3.058
H 4.296 -17.069 1.727
H 3.489 -16.419 3.119
H 3.499 -14.850 1.091
H 5.294 -14.883 0.937
H 3.426 -14.615 4.192
H 2.356 -14.002 2.837
H 3.008 -12.885 3.970
H 6.622 -13.716 2.534
H 5.855 -14.550 3.931
H 5.892 -11.628 3.525
H 7.165 -12.362 4.556
H 5.514 -12.601 5.002
H 3.905 -11.494 2.112
H 3.366 -12.750 0.976
H 5.245 -11.976 -0.429
H 6.026 -13.153 0.694
H 7.589 -9.568 0.677
H 7.393 -10.924 -0.456
H 8.194 -11.193 1.123
C 13.010 -9.518 -1.592
C 11.847 -10.084 -2.451
N 12.272 -11.332 -3.224
C 11.057 -11.915 -3.972
C 13.387 -10.919 -4.270
C 12.950 -9.786 -5.311
C 12.978 -12.465 -2.322
C 12.054 -12.916 -1.161
O 10.665 -13.140 -1.595
C 9.976 -13.727 -0.469
H 13.498 -10.259 -0.958
H 12.494 -8.768 -0.993
H 13.773 -9.002 -2.174
H 11.413 -9.328 -3.106
H 11.026 -10.323 -1.776
H 10.845 -11.492 -4.954
H 10.159 -11.614 -3.432
H 11.189 -12.997 -3.984
H 13.842 -11.760 -4.794
H 14.252 -10.616 -3.680
H 12.818 -8.761 -4.966
H 12.099 -10.183 -5.864
H 13.826 -9.516 -5.902
H 13.971 -12.193 -1.964
H 13.168 -13.352 -2.926
H 12.096 -12.103 -0.437
H 12.358 -13.829 -0.649
H 10.541 -14.560 -0.052
H 9.029 -14.093 -0.867
H 9.795 -13.118 0.416
C 14.244 -10.901 12.685
C 13.129 -11.866 12.054
N 12.729 -13.026 12.922
C 13.990 -13.937 13.072
C 12.309 -12.588 14.406
C 11.070 -11.667 14.519
C 11.555 -13.813 12.184
C 11.462 -15.324 12.530
O 10.909 -15.465 13.824
C 10.529 -16.843 14.038
H 14.036 -10.512 13.682
H 14.466 -10.008 12.102
H 15.116 -11.530 12.863
H 13.573 -12.201 11.116
H 12.176 -11.349 11.945
H 14.179 -14.385 12.097
H 13.753 -14.706 13.807
H 14.930 -13.491 13.398
H 13.155 -12.083 14.871
H 12.190 -13.490 15.006
H 10.163 -12.059 14.058
H 11.340 -10.712 14.069
H 10.764 -11.551 15.558
H 11.689 -13.648 11.115
H 10.653 -13.217 12.329
H 12.332 -15.975 12.451
H 10.807 -15.919 11.893
H 9.936 -17.035 14.933
H 11.515 -17.305 14.090
H 9.884 -17.244 13.256
C 11.773 -6.728 5.929
C 11.053 -6.795 7.233
C 11.697 -5.964 8.337
N 11.378 -6.419 9.810
C 9.943 -5.952 10.137
C 12.406 -5.764 10.828
C 13.301 -6.934 11.291
C 12.296 -7.967 11.400
C 11.626 -7.929 10.118
H 11.940 -5.738 5.505
H 11.252 -7.349 5.200
H 12.802 -7.033 6.122
H 10.953 -7.827 7.568
H 10.042 -6.408 7.097
H 11.484 -4.900 8.234
H 12.749 -6.245 8.290
H 9.921 -4.863 10.154
H 9.572 -6.291 11.104
H 9.381 -6.537 9.408
H 11.910 -5.256 11.655
H 12.863 -4.999 10.201
H 13.780 -6.608 12.214
H 14.108 -7.221 10.616
H 11.596 -7.779 12.214
H 12.671 -8.948 11.690
H 10.622 -8.349 10.069
H 12.240 -8.202 9.259
C 19.930 -13.070 0.530
C 18.618 -12.409 0.508
C 18.087 -11.998 1.833
N 16.928 -11.024 1.964
C 15.662 -11.581 1.290
C 17.213 -9.642 1.411
C 16.219 -8.729 2.254
C 15.690 -9.592 3.324
C 16.711 -10.764 3.469
H 19.903 -14.013 1.076
H 20.726 -12.501 1.011
H 20.351 -13.300 -0.449
H 17.866 -12.961 -0.055
H 18.722 -11.499 -0.083
H 18.954 -11.635 2.385
H 17.634 -12.872 2.299
H 15.953 -12.221 0.457
H 14.998 -10.791 0.939
H 15.054 -12.163 1.983
H 17.019 -9.638 0.338
H 18.276 -9.466 1.576
H 15.398 -8.263 1.709
H 16.791 -7.852 2.558
H 14.700 -10.017 3.162
H 15.580 -9.010 4.239
H 16.305 -11.627 3.996
H 17.547 -10.249 3.942
Cl 14.817 -8.651 7.628
Cl 14.677 -15.145 9.206
B 8.132 -9.629 6.859
F 7.837 -8.464 7.465
F 8.839 -10.529 7.695
F 6.942 -10.202 6.483
F 8.836 -9.421 5.732
B 15.145 -15.288 3.015
F 14.791 -15.131 1.682
F 15.508 -16.600 3.307
F 16.168 -14.392 3.321
F 14.022 -14.980 3.853
B 7.581 -13.735 8.795
F 8.364 -13.123 9.719
F 6.262 -13.605 9.249
F 7.738 -13.038 7.593
F 7.849 -15.047 8.642

These are the Mulliken partial charges, in e, on atoms 1 to 6:
1 C 1.41
2 C -0.56
3 N 1.08
4 C -1.01
5 C -0.01
6 C -1.24

=====

Copy entry 3 word for word.
DFT (ωB97M-V with the def2-TZVPD basis set) results for 2 unconnected molecules or ions with the total composition C6H12O.

Calculated values
* net charge: 0
* energy relative to the best compared isomer or geometry (same formula, charge and spin): 129.6 kcal/mol
* total energy: -8458.732 eV
* SMILES string: C=COC.C=CC
* 2S+1: 1
* strongest force on any atom: 0.54 eV/A

Geometry (Å):
C -0.766 -1.361 0.932
C -0.988 -0.378 -0.072
O -0.496 -0.382 -1.333
C 0.303 -1.484 -1.752
H -1.644 -1.850 1.344
H 0.173 -1.897 0.998
H -1.972 0.081 -0.055
H -0.341 -2.316 -2.056
H 0.987 -1.829 -0.974
H 0.873 -1.130 -2.613
C -0.254 0.601 1.604
C -0.163 1.477 0.511
C 1.140 1.779 -0.170
H 0.657 0.204 2.043
H -1.088 0.669 2.296
H -0.997 2.144 0.309
H 1.541 2.761 0.121
H 1.903 1.033 0.088
H 1.041 1.777 -1.264

These are the Mulliken partial charges, in e, on atoms 1 to 6:
1 C -1.09
2 C 0.20
3 O -0.28
4 C -0.73
5 H 0.25
6 H 0.29